Record 1
DFT (ωB97M-V/def2-TZVPD) results for a cluster of 2 separate species, C3H10OSi2 in total at a distorted geometry.

## Properties
Total charge   0
2S+1   1
HOMO level   -9.2 eV
DFT total energy   -21072.9810 eV
Kohn-Sham gap   8.240 eV

Each line ends with the natural charge from an NBO analysis.
Geometry (Å):
Si  -3.577  0.626  0.108  1.44
Si  -2.978  -1.625  0.060  0.21
O  -2.655  1.726  0.596  -1.11
C  2.382  0.782  -0.466  -0.16
C  1.077  0.479  -0.242  -0.38
C  3.469  0.459  0.516  -0.66
H  3.180  0.471  1.566  0.22
H  -1.447  -1.716  -0.441  -0.09
H  2.721  1.300  -1.334  0.19
H  -4.733  0.859  -0.715  -0.23
H  -3.313  -2.573  1.154  -0.10
H  -3.439  -2.310  -1.137  -0.12
H  0.716  -0.112  0.484  0.18
H  4.035  -0.414  0.274  0.22
H  4.245  1.199  0.380  0.21
H  0.318  0.850  -0.802  0.19

***

Record 2
DFT (ωB97M-V/def2-TZVPD) results for a cluster of 2 separate species, C3H10S in total at a distorted geometry.

## Properties
Total charge   0
2S+1   1
HOMO level   -9.8 eV
DFT total energy   -14108.1046 eV
Kohn-Sham gap   10.695 eV

Each line ends with the natural charge from an NBO analysis.
Geometry (Å):
S  3.174  -0.180  0.119  -0.28
C  -0.796  -1.406  -0.088  -0.61
C  -1.053  -0.070  0.608  -0.39
C  -0.759  1.133  -0.338  -0.61
H  -0.986  -2.240  0.640  0.21
H  0.282  -1.452  -0.373  0.21
H  -0.992  2.085  0.139  0.21
H  0.328  1.060  -0.700  0.20
H  3.629  0.585  -0.838  0.14
H  -2.119  0.016  0.875  0.19
H  -1.453  -1.563  -0.983  0.20
H  -0.415  0.060  1.445  0.19
H  2.521  0.881  0.714  0.15
H  -1.361  1.092  -1.221  0.20

***

Record 3
DFT (ωB97M-V/def2-TZVPD) results for a cluster of 2 separate species, C3H10S2 in total at a distorted geometry.

## Properties
Total charge   -1
2S+1   2
HOMO level (spin up / spin down)   1.0 / -5.3 eV
DFT total energy   -24940.3886 eV
Kohn-Sham gap (spin up / spin down)   1.805 / 8.079 eV
⟨S²⟩   0.751

Each line ends with the Löwdin spin population.
Geometry (Å):
S  -3.481  -5.136  1.903  0.36
S  3.899  2.212  -0.134  0.06
C  -2.734  -3.387  1.657  0.21
C  2.423  3.055  -1.089  0.02
C  1.009  2.304  -1.170  0.08
H  1.419  1.206  -1.108  0.02
H  -2.641  -3.110  0.442  0.08
H  0.294  2.803  -0.489  0.01
H  -1.666  -3.415  1.906  0.05
H  2.224  3.822  -0.359  0.00
H  3.904  1.068  -0.929  0.01
H  2.865  3.522  -1.972  0.00
H  -3.262  -2.427  2.129  0.06
H  0.582  2.408  -2.240  0.01
H  -4.836  -4.924  1.453  0.02

***

What energy above the lowest of the compared OMol25 structures with the same formula, charge and spin values result from the calculations? In sequence: 66.7, 5.3, 77.5 kcal per mole.